Version A
Entry from the Open Molecules 2025 dataset: 2 unconnected molecules or ions with the total composition C3H9O (wB97M-V/def2-TZVPD).

```
13
C3H9O, DFT wB97M-V/def2-TZVPD
C -2.730 -0.453 1.275
H -1.930 -0.439 0.529
H -2.996 0.556 1.559
H -3.561 -1.028 0.873
H -2.354 -0.995 2.148
C 0.979 0.125 -1.035
O 0.249 -0.496 -0.097
C 2.431 0.419 -0.588
H 1.017 -0.455 -1.999
H 0.571 1.135 -1.314
H 2.918 1.156 -1.259
H 2.337 0.926 0.372
H 3.070 -0.452 -0.465
```

Values from the calculation:
Net charge: -1
Kohn-Sham gap in Eh: 0.2460

natural (NBO) atomic charge list, values in e, 6 entries: -0.88, 0.30, 0.19, 0.18, 0.20, -0.01

Version B
Entry from the Open Molecules 2025 dataset: 2 unconnected molecules or ions with the total composition C3H9O (wB97M-V/def2-TZVPD).

```
13
C3H9O, DFT wB97M-V/def2-TZVPD
C 0.361 0.707 -0.880
C -0.038 1.498 -2.120
H 0.857 1.371 -0.144
H 1.172 -0.028 -1.134
H -0.405 0.148 -0.356
H 0.776 2.160 -2.498
H -0.365 0.835 -2.908
H -0.899 2.160 -1.922
C -0.308 -1.783 2.427
O -0.275 -1.179 1.144
H -0.595 -1.068 3.197
H -0.995 -2.675 2.428
H 0.715 -2.146 2.766
```

Values from the calculation:
Net charge: -1
Kohn-Sham gap in Eh: 0.2267

natural (NBO) atomic charge list, values in e, 6 entries: -0.62, -0.61, 0.18, 0.19, 0.29, 0.17

Version C
Entry from the Open Molecules 2025 dataset: 2 unconnected molecules or ions with the total composition C3H9O (wB97M-V/def2-TZVPD).

```
13
C3H9O, DFT wB97M-V/def2-TZVPD
O -0.638 2.675 -2.609
H -0.790 3.596 -2.401
C -1.053 -0.447 0.960
C 0.046 -0.587 -0.164
C 1.450 -0.672 0.385
H -1.355 -1.488 1.126
H -1.998 0.033 0.687
H -0.672 0.093 1.827
H -0.169 0.209 -0.869
H -0.167 -1.511 -0.701
H 1.510 -1.411 1.190
H 2.209 -0.756 -0.378
H 1.626 0.265 0.946
```

Values from the calculation:
Net charge: -1
Kohn-Sham gap in Eh: 0.2147

natural (NBO) atomic charge list, values in e, 6 entries: -1.38, 0.38, -0.61, -0.41, -0.60, 0.18

Going by the computed energies, the most stable comes first: version A, version C, version B.

Version A
Entry from the Open Molecules 2025 dataset: 2 unconnected molecules or ions with the total composition C4H8BrN2 (wB97M-V/def2-TZVPD).

```
15
C4H8BrN2, DFT wB97M-V/def2-TZVPD
C -1.274 0.896 0.742
C 0.857 0.347 0.669
C 0.134 -0.611 -0.232
C 0.591 -0.600 -1.627
N -1.231 -0.170 -0.015
N -0.139 1.276 1.164
Br 0.175 -2.499 0.579
H -2.119 1.623 0.881
H 1.383 -0.439 2.153
H 1.814 0.808 0.486
H 0.307 0.289 -2.096
H -0.071 -1.303 -2.300
H 1.643 -0.985 -1.825
H -1.982 -0.810 -0.164
H -0.087 2.178 1.586
```

Values from the calculation:
Net charge: +1
Kohn-Sham gap in Eh: 0.3294

natural (NBO) atomic charge list, values in e, 6 entries: 0.38, -0.18, 0.09, -0.68, -0.56, -0.51

Version B
Entry from the Open Molecules 2025 dataset: 2 unconnected molecules or ions with the total composition C4H8BrN2 (wB97M-V/def2-TZVPD).

```
15
C4H8BrN2, DFT wB97M-V/def2-TZVPD
C 0.065 -1.712 -0.002
C 0.446 -0.706 -1.023
C -1.164 -0.026 0.537
C 0.947 1.274 0.416
N -0.882 -1.309 0.729
N -0.078 0.566 -0.377
Br -2.980 0.337 -0.166
H 0.323 -2.757 -0.006
H 1.549 -0.822 -1.414
H -0.175 -0.922 -1.881
H -1.035 0.483 2.201
H 1.570 0.633 0.945
H 1.604 1.907 -0.059
H 0.490 1.898 1.132
H -0.680 1.155 -1.033
```

Values from the calculation:
Net charge: +1
Kohn-Sham gap in Eh: 0.3612

natural (NBO) atomic charge list, values in e, 6 entries: 0.13, -0.32, 0.08, -0.42, -0.45, -0.44

Going by the computed energies, the most stable comes first: version A, version B.

Version A
Entry from the Open Molecules 2025 dataset: a gas-phase ion, C5H12N5 (charge +1) (wB97M-V/def2-TZVPD).

```
22
C5H12N5, DFT wB97M-V/def2-TZVPD
C -3.396 0.606 -0.655
N -2.191 0.104 -0.009
N -2.079 -0.879 0.907
N -0.812 -1.158 0.984
N -0.212 -0.350 0.240
C 1.237 -0.162 0.109
C 1.576 -0.707 -1.307
C 1.776 -0.878 1.390
C 1.405 1.387 0.220
N -1.057 0.513 -0.395
H -3.099 1.462 -1.186
H -3.639 -0.154 -1.523
H -4.260 0.758 -0.033
H 0.991 -0.166 -1.999
H 2.714 -0.630 -1.421
H 1.284 -1.830 -1.253
H 2.859 -0.752 1.700
H 1.198 -0.606 2.267
H 1.452 -1.849 1.408
H 0.729 1.831 -0.498
H 1.206 1.723 1.246
H 2.318 1.737 -0.194
```

Values from the calculation:
Net charge: +1
SMILES: C[n+]1nnn(C(C)(C)C)n1
Kohn-Sham gap in Eh: 0.4081

natural (NBO) atomic charge list, values in e, 6 entries: -0.43, 0.08, 0.00, 0.05, 0.05, 0.14

Version B
Entry from the Open Molecules 2025 dataset: a gas-phase ion, C5H12N5 (charge +1) (wB97M-V/def2-TZVPD).

```
22
C5H12N5, DFT wB97M-V/def2-TZVPD
N 0.867 -2.360 0.330
C -0.505 -1.909 0.480
C -0.273 -0.423 0.691
N 0.518 -0.158 1.825
N -1.611 0.281 0.819
C -1.716 1.421 0.234
C -0.727 1.973 -0.780
C 0.472 1.018 -1.076
N 1.357 1.223 -1.963
N 0.578 -0.064 -0.391
H 0.874 -3.394 -0.025
H 1.279 -2.426 1.310
H -0.995 -1.887 -0.436
H -1.085 -2.225 1.382
H 0.727 0.831 1.854
H -0.048 -0.417 2.636
H -2.583 1.918 0.506
H -1.280 2.074 -1.625
H -0.421 2.993 -0.508
H 1.436 1.993 -2.635
H 1.953 0.477 -2.161
H 1.185 -0.939 -0.466
```

Values from the calculation:
Net charge: +1
SMILES: NC[C@]1(N)N=CCC(=[NH2+])N1
Kohn-Sham gap in Eh: 0.4007

natural (NBO) atomic charge list, values in e, 6 entries: -0.86, -0.24, 0.37, -0.82, -0.38, 0.13

Going by the computed energies, the most stable comes first: version B, version A.

Version A
Entry from the Open Molecules 2025 dataset: a single C7H10S molecule (wB97M-V/def2-TZVPD).

```
18
C7H10S, DFT wB97M-V/def2-TZVPD
C 1.628 -0.438 -2.301
C 1.055 -0.200 -1.170
S 1.846 -0.364 0.470
C 0.205 -0.318 1.416
C -0.102 0.992 2.025
C -0.748 -0.671 0.265
C -1.760 -0.160 -0.718
C -0.306 0.224 -0.851
H 1.053 -0.472 -3.231
H 2.708 -0.742 -2.299
H 0.383 -1.155 2.102
H 0.767 1.526 2.635
H -0.515 1.802 1.308
H -0.943 0.812 2.720
H -0.532 -1.775 0.055
H -2.427 0.673 -0.557
H -2.147 -0.991 -1.278
H -0.165 1.257 -0.591
```

Values from the calculation:
SMILES: C=C1S[C@@H](C)[C@H]2C[C@H]12
Kohn-Sham gap in Eh: 0.3406

natural (NBO) atomic charge list, values in e, 6 entries: -0.43, -0.09, 0.16, -0.28, -0.64, -0.24

Version B
Entry from the Open Molecules 2025 dataset: a single C7H10S molecule (wB97M-V/def2-TZVPD).

```
18
C7H10S, DFT wB97M-V/def2-TZVPD
C -0.587 2.068 2.149
C -0.490 0.934 1.464
C -0.851 -0.349 2.147
C -0.177 0.937 -0.132
S -0.493 2.282 -1.070
C 0.413 -0.260 -0.680
C 0.481 -0.451 -2.037
C 1.007 -1.659 -2.648
H -0.844 2.031 3.119
H -0.347 2.944 1.731
H 0.078 -0.852 2.297
H -1.709 -1.038 1.697
H -1.091 -0.053 3.094
H 0.800 -0.902 0.173
H 0.217 0.239 -2.717
H 1.902 -1.464 -3.280
H 0.501 -1.997 -3.518
H 1.191 -2.410 -1.789
```

Values from the calculation:
SMILES: C=C(C)C(=S)/C=C/C
Kohn-Sham gap in Eh: 0.2771

natural (NBO) atomic charge list, values in e, 6 entries: -0.33, -0.03, -0.65, -0.08, -0.04, -0.34

Version C
Entry from the Open Molecules 2025 dataset: a molecular structure, C7H10S (wB97M-V/def2-TZVPD).

```
18
C7H10S, DFT wB97M-V/def2-TZVPD
C -1.290 -0.197 -1.007
C -2.414 -0.350 -0.349
C -0.656 -0.383 1.172
C -0.245 -0.124 -0.068
C -2.133 -0.312 1.129
C 1.925 1.327 -0.933
C 1.695 -0.064 -0.334
S 2.610 -0.314 1.193
H -1.192 0.005 -2.109
H -3.361 -0.695 -0.634
H -0.085 -0.667 2.010
H -2.528 0.471 1.590
H -2.682 -1.259 1.503
H 3.042 1.373 -1.225
H 1.843 2.056 -0.207
H 1.366 1.539 -1.889
H 2.042 -0.851 -1.017
H 2.064 -1.555 1.174
```

Values from the calculation:
Kohn-Sham gap in Eh: 0.3425

natural (NBO) atomic charge list, values in e, 6 entries: -0.29, -0.15, -0.24, 0.02, -0.47, -0.63

Going by the computed energies, the most stable comes first: version B, version C, version A.